1.
C3H11NO3 | the ωB97M-V functional and the def2-TZVPD basis

Positions of all 18 atoms, in Å:
C 0.91660 -0.74046 0.07206
C 1.11029 0.41822 -0.85447
C -0.51377 -1.00273 0.47626
N 0.28944 -1.99023 -0.49148
H 1.69628 -0.96234 0.83842
H 1.54656 1.29942 -0.26956
H 0.10937 0.75177 -1.20976
H -1.30541 -0.52062 -0.03004
H -0.66611 -1.38405 1.49858
H -0.22279 -1.78657 -1.41257
H -0.49470 1.39252 1.46050
O -1.35292 1.66248 0.78033
H -1.35506 -1.19234 -3.01616
H 1.76250 0.15020 -1.70182
O -1.04536 -0.72985 -2.27902
H -1.86397 2.42792 1.13824
H 0.78109 1.28384 2.93182
O 0.60796 0.92281 2.06868

Calculated values
expectation value of S² = 1.765
lowest unoccupied orbital energy (spin up / spin down) = -0.2927 / -0.2796 Eh
total charge = +1
E_HOMO (spin up / spin down) = -0.57003 / -0.55902 Eh
orbital gap (spin up / spin down) = 7.55 / 7.60 eV
2S+1 = 2
ΔE to the lowest compared entry with this formula, charge and spin = 177.29 kcal/mol

These are the Löwdin partial charges, in e, on atoms 1 to 4: atom 1 (C): -0.31, atom 2 (C): -0.05, atom 3 (C): 0.00, atom 4 (N): 0.25

***

2.
C3H3ClNO | the ωB97M-V functional and the def2-TZVPD basis

Positions of all 9 atoms, in Å:
C 0.71315 0.75298 -0.18528
C 0.87735 -0.51530 -0.59661
C -0.49505 0.42709 0.62315
N -0.23420 -0.93525 0.10413
O -1.10050 -1.98932 0.09519
Cl -1.94256 1.26526 -0.11401
H 1.23290 1.76465 -0.41227
H 1.63331 -1.12687 -1.29376
H -0.68441 0.35676 1.77947

Calculated values
expectation value of S² = 2.023
lowest unoccupied orbital energy (spin up / spin down) = -0.1791 / -0.3376 Eh
total charge = +1
E_HOMO (spin up / spin down) = -0.56606 / -0.59841 Eh
orbital gap (spin up / spin down) = 10.53 / 7.10 eV
2S+1 = 3
ΔE to the lowest compared entry with this formula, charge and spin = 0.00 kcal/mol

These are the Löwdin partial charges, in e, on atoms 1 to 4: atom 1 (C): 0.00, atom 2 (C): 0.04, atom 3 (C): -0.52, atom 4 (N): -0.10

***

3.
C17H23Cl4F9LiMgN2NaO13PS3 | the ωB97M-V functional and the def2-TZVPD basis

Positions of all 75 atoms, in Å:
C 1.72986 2.30341 0.87084
C 1.78719 1.70634 -0.60888
O 3.19673 1.63979 -0.92906
C 1.23331 0.24570 -0.72411
O -0.15843 0.17306 -1.16320
C -0.94085 0.85224 -0.23689
C -1.21899 0.27494 1.06856
C -2.02622 1.08067 2.04327
C -2.49210 2.37955 1.65727
C -2.22214 3.00293 0.31847
N -2.70961 4.27923 0.11298
C -2.34324 4.69976 -1.11883
C -1.58642 3.92245 -2.12994
N -1.12586 2.67113 -1.90489
C -1.43546 2.21485 -0.63636
H 2.62177 1.93047 1.43427
H 0.79085 2.01054 1.41798
H 1.70756 3.43073 0.80244
H 1.33565 2.42980 -1.34146
H 3.54938 2.46828 -0.54231
H 1.38987 -0.34168 0.22346
H 1.82456 -0.25600 -1.54286
H -0.82879 -0.74152 1.40443
H -2.25578 0.72126 3.07412
H -3.08638 2.96815 2.40059
H -2.64807 5.74160 -1.40357
H -1.37341 4.36941 -3.13451
Mg -2.27920 -2.18123 0.70487
C 2.18980 -2.65192 -5.66413
C 2.21668 -2.06875 -4.24994
C 0.98867 -2.60446 -3.50872
S 0.60444 -4.18798 -4.25337
O -0.67515 -4.08860 -4.91414
O 0.90382 -5.24295 -3.31214
C 1.88877 -4.13785 -5.49349
H 3.13396 -2.49202 -6.18581
H 1.39731 -2.17287 -6.24527
H 3.12719 -2.39591 -3.73825
H 2.22284 -0.97971 -4.26406
H 1.18883 -2.74446 -2.44700
H 0.12560 -1.95109 -3.64114
H 1.53924 -4.61449 -6.40804
H 2.75453 -4.67168 -5.09809
O 5.22761 1.73332 2.75284
S 6.04622 2.04684 1.56564
O 7.37863 2.50786 1.98392
O 5.38200 3.10483 0.78031
O 6.19180 0.83212 0.74635
C 0.64347 2.98434 -5.88745
F 0.44689 2.89082 -7.20696
F 0.97448 4.29431 -5.64530
F -0.56331 2.79900 -5.31440
S 1.92588 1.79008 -5.26789
O 3.13617 2.13611 -5.97560
O 1.41363 0.48226 -5.59941
O 2.01085 2.03439 -3.82294
O -0.97900 -5.15122 3.10405
H -0.92929 -5.43209 2.18257
H -1.25023 -5.94677 3.57700
Na 1.62052 4.30105 -3.22458
C -0.99147 -2.08162 5.68812
Cl -0.46061 -1.23435 7.17065
Cl -2.53487 -2.84691 5.98754
Cl -1.16060 -0.90287 4.36933
Cl 0.21478 -3.29622 5.24038
Li 0.81643 0.84967 6.63702
O -3.19260 -3.10504 9.18733
H -3.31306 -2.82787 8.27381
F -6.93752 -2.47981 6.27219
P -6.01971 -1.27810 6.85963
F -7.18948 -0.27043 6.35389
F -6.88064 -1.42487 8.22765
F -4.93734 -0.93007 8.02314
F -5.21113 -0.20064 5.93788
F -4.92074 -2.36921 6.33021

Calculated values
lowest unoccupied orbital energy = -0.1391 Eh
total charge = -1
E_HOMO = -0.18209 Eh
orbital gap = 1.17 eV

These are the Löwdin partial charges, in e, on atoms 1 to 4: atom 1 (C): -0.02, atom 2 (C): -0.36, atom 3 (O): -0.06, atom 4 (C): -0.09

***

4.
C7H12N4O | the ωB97M-V functional and the def2-TZVPD basis

Positions of all 24 atoms, in Å:
C -0.89600 -0.48178 0.09044
C -3.04859 -0.07914 -0.68034
C 1.55264 -0.38967 -0.13495
C -1.25454 2.99184 0.56540
C -3.51986 -1.36160 -0.08007
C 2.70198 0.54846 -0.01008
C 1.70121 -1.89120 -0.12715
N -1.26497 1.72637 -0.37296
N 0.13849 1.49616 -0.52160
N -1.90489 0.44793 -0.05490
N 0.36392 0.15074 -0.23800
O -0.90420 -1.65042 0.37348
H -0.71722 3.69624 -0.06025
H -0.86750 2.63357 1.60637
H -2.29866 3.39900 0.70998
H -3.75600 -1.13134 1.02190
H -4.41347 -1.50645 -0.63963
H -2.69999 -2.09553 -0.12692
H 3.35763 0.77720 -0.94820
H 2.46208 1.48602 0.33053
H 3.40914 0.13178 0.70499
H 2.70927 -2.13655 -0.62816
H 1.51779 -2.35587 0.87501
H 0.93242 -2.15275 -0.81841

Calculated values
lowest unoccupied orbital energy (spin up / spin down) = -0.0036 / 0.0002 Eh
total charge = 0
E_HOMO (spin up / spin down) = -0.24892 / -0.26956 Eh
orbital gap (spin up / spin down) = 6.67 / 7.34 eV
ΔE to the lowest compared entry with this formula, charge and spin = 175.14 kcal/mol

These are the Löwdin partial charges, in e, on atoms 1 to 4: atom 1 (C): -0.39, atom 2 (C): 0.04, atom 3 (C): -0.31, atom 4 (C): -0.04

***

5.
C12H15PS | the ωB97M-V functional and the def2-TZVPD basis

Positions of all 29 atoms, in Å:
C 3.22060 -3.31073 -0.96778
C 3.71477 -2.35797 -0.08289
C 1.83571 -3.45133 -0.99268
C 2.93802 -1.65345 0.75507
C 0.98930 -2.73709 -0.09668
C 1.53580 -1.77299 0.74488
C -1.51257 0.81245 0.46268
C -0.73025 1.74614 -0.19831
C -1.04716 -0.55748 0.79196
C 0.73933 1.37508 -0.24795
C -2.97658 1.13353 0.83421
C -1.15013 3.06782 -0.63665
P 0.54135 -0.74647 1.95192
S 1.29739 1.14945 1.51225
H 3.64128 -3.82948 -1.77808
H 4.78937 -2.21145 -0.09435
H 1.27308 -4.09030 -1.77454
H 3.41120 -0.77046 1.40937
H -0.07308 -2.78078 -0.14023
H -1.78002 -1.15231 1.33218
H -0.71858 -1.06344 -0.01348
H 0.99716 0.38809 -0.75641
H 1.22049 2.21717 -0.66269
H -3.33752 1.59098 -0.09112
H -2.77759 1.83834 1.67995
H -3.74976 0.37992 1.11549
H -1.51314 3.52770 0.23624
H -2.09005 3.05902 -1.19321
H -0.41591 3.61163 -1.18773

Calculated values
lowest unoccupied orbital energy = 0.0291 Eh
total charge = 0
E_HOMO = -0.30043 Eh
orbital gap = 8.97 eV
ΔE to the lowest compared entry with this formula, charge and spin = 17.00 kcal/mol
structure (SMILES) = CC1=C(C)CP(c2ccccc2)SC1

These are the Löwdin partial charges, in e, on atoms 1 to 4: atom 1 (C): -0.08, atom 2 (C): -0.12, atom 3 (C): -0.08, atom 4 (C): -0.16

***

6.
C3H2BrCl3 | the ωB97M-V functional and the def2-TZVPD basis

Positions of all 9 atoms, in Å:
C 0.95067 -2.13238 0.03551
C 1.89570 -1.34319 0.10259
C -1.34084 1.27610 0.08361
Cl -0.25692 1.16034 -1.41469
Cl -0.36259 1.47927 1.47681
Cl -2.62133 2.53223 -0.02364
Br 3.37891 -0.34171 0.03414
H -1.99450 0.32110 -0.06538
H 0.35091 -2.95175 -0.22895

Calculated values
lowest unoccupied orbital energy = 0.0178 Eh
total charge = 0
E_HOMO = -0.36519 Eh
orbital gap = 10.42 eV
ΔE to the lowest compared entry with this formula, charge and spin = 48.22 kcal/mol
structure (SMILES) = ClC(Cl)Cl.C#CBr

These are the Löwdin partial charges, in e, on atoms 1 to 4: atom 1 (C): 0.01, atom 2 (C): -0.80, atom 3 (C): -1.53, atom 4 (Cl): 0.44